# 1
Below is C39H39N14OS3Y as an isolated structure, with properties calculated with ωB97M-V with the def2-TZVPD basis set.

- E (eV) = -97536.8896
- gap between HOMO and LUMO (eV) = 7.36
- strongest force on any atom (eV/A) = 0.785

```
! wB97M-V def2-TZVPD RIJCOSX def2/J DEFGRID3
* xyz 0 1
C -1.97717 -0.67565 -4.86597
C -4.10997 -2.06625 0.25370
N 0.71556 0.33573 -3.95425
H 0.80489 -1.47701 -4.93070
C 2.75540 -0.08869 3.61188
H 0.63675 4.14398 -0.50858
C 3.28552 -0.76186 -0.07704
C 0.55571 1.70243 -3.87280
H -1.60770 -0.11780 4.02311
H 2.16605 -1.84232 -2.73289
C -0.97579 -1.93291 3.12245
H -4.19815 0.24263 1.36636
C -2.82108 -3.71048 -0.89049
H 0.73412 -4.62886 1.72667
H 3.13956 -3.96030 1.29990
H 1.13406 -0.07803 -5.97295
N -0.84699 -0.38481 -5.57307
N 2.35583 0.89216 2.63655
S -0.43108 2.14581 3.39805
H -2.14177 3.94544 4.45023
N -1.16973 0.05220 -6.81070
N 0.01399 -1.43942 2.43080
C -2.98751 -1.23355 0.36435
O -0.69338 -0.88322 -0.14670
C 1.15315 -1.57699 -2.41610
N 2.14016 -0.86054 0.54577
H -1.43671 -1.31659 -2.84107
H 1.48825 -1.71578 6.28374
C 3.97423 3.64857 1.31052
C -1.94519 -1.14953 3.94321
C 1.72032 2.76107 0.74567
C 2.19426 -1.43174 5.51352
C 3.78408 0.43170 -0.82171
H 4.74208 0.76165 -0.41775
C -4.59000 -1.03368 -4.13029
C -4.34151 -0.58356 -5.40412
C 4.01496 -0.67179 3.55593
H -0.75789 -3.24625 -1.20921
N -2.27101 0.82683 1.50112
H 3.92194 0.18692 -1.87705
H -5.04711 -1.72408 0.68082
C 0.87651 -0.13861 -2.68510
H 5.32860 -2.11733 4.43044
H -4.92235 -3.92895 -0.43280
C -3.00087 -0.40253 -5.76616
H -5.61037 -1.18955 -3.80611
H 3.07265 1.24677 -0.74457
C 3.02178 -2.96314 0.91152
C 4.35229 -1.65147 4.47657
C 1.98219 -2.11274 1.10892
H -1.54907 3.12742 -2.19437
C 3.44345 -2.03378 5.45505
C 0.52761 -0.44777 -5.14830
H -2.45454 4.24750 -1.42006
H 0.39464 2.31121 -4.74586
C 0.64142 1.99560 -2.55279
H -3.62428 3.67653 3.62500
N -1.54173 2.89983 -0.21888
H -2.02896 -1.58633 4.93923
N -2.61801 3.62157 3.62678
C 3.78815 4.76213 0.51174
H 0.59329 2.95976 -2.08559
C -3.16865 0.00391 1.09177
H 3.71400 -2.79784 6.17259
C -4.04767 -3.29721 -0.36389
C 1.84154 -0.46332 4.58476
Y 0.21072 0.87028 0.98892
S 4.23301 -2.18788 -0.00303
H -2.74177 -4.67987 -1.36914
C 2.56287 4.91373 -0.12295
N -2.43955 0.04267 -6.94701
S -1.06079 -3.64794 3.08794
C 0.32419 -3.70382 2.09489
H 4.71015 -0.36095 2.78747
N -2.87165 1.89508 2.19044
C -1.70551 -2.90685 -0.81150
C -3.54025 -1.29820 -3.21959
N 3.26748 1.68956 2.36986
H 1.03785 -1.75635 -1.35483
C 1.57332 3.94148 -0.00033
H 4.56688 5.50700 0.41063
C -2.22052 -1.12324 -3.56034
C -2.07914 2.51919 3.00957
H -2.43556 2.43984 -0.08878
C 0.76882 -2.44318 1.86190
N 0.80018 0.84391 -1.81081
H 4.88895 3.49866 1.87099
H -2.93425 -1.15785 3.48469
C -1.74599 -1.63034 -0.19395
C 2.95077 2.70832 1.42227
H -3.77582 -1.65028 -2.22202
H -1.42727 3.51416 0.58264
H 2.37031 5.79832 -0.72002
H -5.13746 -0.37355 -6.10518
N -1.57622 3.73848 -1.38683
H 0.87732 0.02471 4.61475
H 0.45622 -2.23215 -2.94144
*
```

Per-atom natural (NBO) charges, elementary charge units: number 1, C, carries 0.0831; number 2, C, carries -0.1679; number 3, N, carries -0.3669; number 4, H, carries 0.2161; number 5, C, carries 0.1818; number 6, H, carries 0.2071; number 7, C, carries 0.1088; number 8, C, carries -0.1066; number 9, H, carries 0.2736; number 10, H, carries 0.2230; number 11, C, carries 0.1093; number 12, H, carries 0.1883; number 13, C, carries -0.1662; number 14, H, carries 0.2461; number 15, H, carries 0.2514; number 16, H, carries 0.2361; number 17, N, carries -0.2079; number 18, N, carries -0.2339; number 19, S, carries -0.3714; number 20, H, carries 0.3975; number 21, N, carries -0.0215; number 22, N, carries -0.5024; number 23, C, carries -0.1756; number 24, O, carries -0.8508; number 25, C, carries -0.6830; number 26, N, carries -0.5126; number 27, H, carries 0.2217; number 28, H, carries 0.2130; number 29, C, carries -0.1886; number 30, C, carries -0.6811; number 31, C, carries -0.5090; number 32, C, carries -0.2022; number 33, C, carries -0.6668; number 34, H, carries 0.2411; number 35, C, carries -0.2284; number 36, C, carries -0.1845; number 37, C, carries -0.2337; number 38, H, carries 0.2093; number 39, N, carries -0.3781; number 40, H, carries 0.2296; number 41, H, carries 0.2080; number 42, C, carries 0.4121; number 43, H, carries 0.2126; number 44, H, carries 0.2167; number 45, C, carries 0.0400; number 46, H, carries 0.2168; number 47, H, carries 0.2779; number 48, C, carries -0.4362; number 49, C, carries -0.2157; number 50, C, carries 0.1063; number 51, H, carries 0.3549; number 52, C, carries -0.2155; number 53, C, carries -0.0323; number 54, H, carries 0.3408; number 55, H, carries 0.2304; number 56, C, carries -0.0782; number 57, H, carries 0.3891; number 58, N, carries -0.6657; number 59, H, carries 0.2298; number 60, N, carries -0.8113; number 61, C, carries -0.2480; number 62, H, carries 0.2454; number 63, C, carries 0.1023; number 64, H, carries 0.2128; number 65, C, carries -0.3070; number 66, C, carries -0.2306; number 67, Y, carries 1.7506; number 68, S, carries 0.4637; number 69, H, carries 0.2102; number 70, C, carries -0.1851; number 71, N, carries -0.2121; number 72, S, carries 0.4647; number 73, C, carries -0.4492; number 74, H, carries 0.2248; number 75, N, carries -0.4786; number 76, C, carries -0.3172; number 77, C, carries -0.1894; number 78, N, carries -0.1169; number 79, H, carries 0.2838; number 80, C, carries -0.2448; number 81, H, carries 0.2091; number 82, C, carries -0.2004; number 83, C, carries 0.2819; number 84, H, carries 0.3686; number 85, C, carries 0.1856; number 86, N, carries -0.4963; number 87, H, carries 0.2166; number 88, H, carries 0.2399; number 89, C, carries 0.3859; number 90, C, carries 0.0073; number 91, H, carries 0.2349; number 92, H, carries 0.3791; number 93, H, carries 0.2037; number 94, H, carries 0.2280; number 95, N, carries -0.6669; number 96, H, carries 0.2440; number 97, H, carries 0.2210



# 2
Below is C39H40AsBIN8PV as an isolated structure at a distorted geometry, with properties calculated with ωB97M-V with the def2-TZVPD basis set.

- E (eV) = -157606.9731
- gap between HOMO and LUMO (alpha / beta) (eV) = 6.52 / 8.01
- ⟨S²⟩ = 3.77
- relative energy (zero: lowest compared OMol25 entry of this formula, charge and spin) (kcal/mol) = 33.1
- strongest force on any atom (eV/A) = 2.507

```
! wB97M-V def2-TZVPD RIJCOSX def2/J DEFGRID3
* xyz 0 4
C 3.70970 -0.82640 2.99040
N 0.16220 2.04520 1.03640
H -2.31200 -1.90990 -3.55840
C -3.56190 -2.40110 -1.88520
As 1.01690 -1.84280 -0.98210
C -4.66950 0.29850 2.14700
B 2.66640 2.07770 0.94970
H -1.48610 -0.45200 4.79300
H -0.86570 4.78490 2.48730
H 1.71700 -5.00100 -6.18990
H 3.97300 -1.41330 -5.64160
H -5.72850 -4.29290 -4.47220
C 2.93170 -3.24350 -6.04620
C -0.66580 -1.85100 1.95330
H 2.07370 -2.21330 2.38530
C -3.19650 -2.43770 -3.23180
C 2.75620 1.92470 -2.74700
N -0.72640 -0.56300 1.63460
C -5.00870 -0.74360 2.99350
H -5.02340 -3.06090 -0.45500
C -1.23430 -0.76260 3.79980
C 1.08320 -3.72550 -4.59200
C -4.57880 -2.02780 2.69990
H -0.41010 -2.60490 1.23370
H -4.03950 2.23590 -3.44480
H -2.18370 3.72240 -2.75780
C -2.21360 2.69840 -2.40830
C -0.97670 -2.01790 3.30290
H 1.83940 4.44470 2.33940
I -1.02750 -3.80740 4.36860
H 0.26350 -4.37280 -4.30790
V 0.26680 0.30850 0.15760
H 1.43380 -4.30620 -1.38430
C 3.33180 2.28790 -1.54780
C -4.71490 -3.07010 -1.48970
C -3.25870 1.87220 -2.79190
C -2.30820 0.11050 -1.45940
C -1.22230 0.90880 -1.06370
C 3.16030 -2.06670 -5.35200
H 4.21840 2.85480 -1.34710
C -1.22120 2.21580 -1.57410
H 4.63190 1.19640 2.81290
H 0.85750 0.78440 -3.01820
H 3.52870 2.85440 1.19140
N 2.56840 1.79710 -0.55320
H -1.86130 2.59880 1.20610
C 0.34130 -2.09340 -2.83560
H -4.83960 -2.84120 3.36350
H -1.21360 1.08590 2.72180
H -0.42130 2.90030 -1.30290
C 1.04790 3.80970 1.99250
H 3.30310 -2.55490 -1.93760
H -0.45880 -2.83120 -2.71140
C 2.97540 -1.85780 -1.16220
C 2.55890 -1.25430 2.32760
H -4.14510 -0.04970 -2.58270
H -3.66080 0.88270 0.36270
N 2.08400 -0.28350 1.56240
C 2.33960 -1.71290 -4.29790
N 2.89270 0.76470 1.70660
C 1.89770 -4.07880 -5.65450
H 4.32110 -1.38280 3.67000
H -3.67550 -3.12210 -5.19900
C 1.28100 -2.53070 -3.90510
C -3.30940 0.58050 -2.30790
C -5.49230 -3.73740 -2.42040
C -0.31940 3.96910 2.06020
C 3.88230 0.47310 2.56460
C 0.94990 -3.77480 -0.56060
H -0.07690 -4.13500 -0.46350
C -3.91480 0.05670 1.01240
C -0.83660 2.83140 1.43820
H 3.55170 -3.50300 -6.89180
H 2.50400 -0.77960 -3.77570
H -5.01200 1.30410 2.35570
N -1.08020 0.08080 2.75420
C -5.12310 -3.76190 -3.75350
H 3.10390 2.13960 -3.73760
H 3.38590 -0.86990 -1.37070
C -3.81100 -2.26950 1.57390
C 1.61790 1.20600 -2.38410
H 3.37010 -2.18830 -0.19840
H -6.39560 -4.23760 -2.09940
H -0.12240 -1.14430 -3.12390
C -3.48410 -1.22990 0.70470
N 1.30220 2.64420 1.37160
H -3.45730 -3.27330 1.37570
N 1.52770 1.14120 -1.06230
H -5.59680 -0.55210 3.88040
P -2.39080 -1.57430 -0.73490
C -3.96870 -3.10940 -4.15830
H 1.49420 -3.99500 0.35960
*
```

Per-atom Mulliken charges, elementary charge units: number 1, C, carries -1.4113; number 2, N, carries 1.2880; number 3, H, carries 0.3930; number 4, C, carries 0.4255; number 5, As, carries 2.8150; number 6, C, carries -0.7373; number 7, B, carries 0.0461; number 8, H, carries 0.5710; number 9, H, carries 0.4910; number 10, H, carries 0.3985; number 11, H, carries 0.4125; number 12, H, carries 0.3827; number 13, C, carries -0.4491; number 14, C, carries -0.5773; number 15, H, carries 0.4262; number 16, C, carries -0.0448; number 17, C, carries -1.1787; number 18, N, carries 0.9539; number 19, C, carries -0.6767; number 20, H, carries 0.3864; number 21, C, carries -0.5313; number 22, C, carries -0.5618; number 23, C, carries -0.8186; number 24, H, carries 0.6676; number 25, H, carries 0.4101; number 26, H, carries 0.4252; number 27, C, carries -0.9992; number 28, C, carries -1.1548; number 29, H, carries 0.4678; number 30, I, carries 0.0548; number 31, H, carries 0.4505; number 32, V, carries -2.0145; number 33, H, carries 0.4979; number 34, C, carries -0.5030; number 35, C, carries -0.7844; number 36, C, carries -1.1473; number 37, C, carries -0.6308; number 38, C, carries 1.5213; number 39, C, carries -0.9907; number 40, H, carries 0.4901; number 41, C, carries 0.1299; number 42, H, carries 0.4862; number 43, H, carries 0.9723; number 44, H, carries -0.1576; number 45, N, carries -0.3304; number 46, H, carries 0.5235; number 47, C, carries -1.0715; number 48, H, carries 0.4536; number 49, H, carries -0.0461; number 50, H, carries 0.2882; number 51, C, carries -0.3461; number 52, H, carries 0.5923; number 53, H, carries 0.5795; number 54, C, carries -1.6134; number 55, C, carries -0.2702; number 56, H, carries 0.5342; number 57, H, carries 0.2375; number 58, N, carries 0.2769; number 59, C, carries 0.0962; number 60, N, carries -0.0878; number 61, C, carries -0.7352; number 62, H, carries 0.4746; number 63, H, carries 0.4516; number 64, C, carries 0.0454; number 65, C, carries -0.0979; number 66, C, carries -0.7473; number 67, C, carries -1.4375; number 68, C, carries -0.2243; number 69, C, carries -1.4973; number 70, H, carries 0.2699; number 71, C, carries -0.5287; number 72, C, carries -0.3217; number 73, H, carries 0.3903; number 74, H, carries 0.5023; number 75, H, carries 0.4593; number 76, N, carries -0.0065; number 77, C, carries -0.6344; number 78, H, carries 0.5413; number 79, H, carries 0.1484; number 80, C, carries -0.3179; number 81, C, carries -1.2360; number 82, H, carries 0.4992; number 83, H, carries 0.4214; number 84, H, carries 0.4612; number 85, C, carries 0.2355; number 86, N, carries -0.5353; number 87, H, carries 0.5067; number 88, N, carries 1.3654; number 89, H, carries 0.3986; number 90, P, carries 1.8040; number 91, C, carries -1.0472; number 92, H, carries 0.3816